{"formula": "C13H16Cl21NO5S2", "method": "ωB97M-V with the def2-TZVPD basis set", "elements": ["C", "C", "S", "C", "C", "O", "S", "O", "O", "O", "C", "O", "C", "N", "H", "H", "H", "H", "H", "H", "H", "H", "H", "C", "Cl", "Cl", "Cl", "H", "C", "Cl", "Cl", "Cl", "H", "C", "Cl", "Cl", "Cl", "H", "C", "Cl", "Cl", "Cl", "H", "C", "Cl", "Cl", "Cl", "H", "C", "Cl", "Cl", "Cl", "H", "C", "Cl", "Cl", "Cl", "H"], "xyz": [[2.1142, 0.6326, -1.6739], [2.2781, 2.0138, -2.3460], [1.7402, 2.0912, -4.0664], [-0.0576, 1.7843, -4.0353], [-0.7350, 2.0337, -2.7103], [-1.5514, 3.2356, -2.6843], [-2.3086, 3.1184, -1.2855], [-1.3917, 3.3314, -0.2165], [-3.4764, 3.9037, -1.1413], [-2.7009, 1.5539, -1.4416], [-1.7867, 0.9743, -2.3661], [-1.1382, -0.0945, -1.6306], [-1.9458, -1.0955, -1.4510], [-2.5868, -2.0487, -1.4134], [1.3378, 0.0606, -2.1783], [1.8601, 0.7382, -0.6168], [3.0560, 0.0909, -1.7000], [1.7658, 2.7671, -1.7444], [3.3326, 2.2832, -2.3224], [-0.2786, 0.7900, -4.4236], [-0.4929, 2.4921, -4.7432], [-0.1093, 2.0216, -1.8150], [-2.2795, 0.4657, -3.1950], [5.6194, 1.6341, 0.3256], [5.2827, 0.3192, -0.8099], [4.2809, 2.7772, 0.3944], [5.9640, 0.9931, 1.9306], [6.4971, 2.1637, -0.0227], [0.9764, -3.6629, 0.1718], [-0.2507, -4.9315, 0.1545], [2.4138, -4.1769, -0.7155], [0.3151, -2.1780, -0.5076], [1.2621, -3.4688, 1.1975], [-3.8438, -6.5244, 1.4324], [-5.0903, -7.7696, 1.3632], [-2.3715, -7.0664, 0.6224], [-4.4132, -5.0177, 0.7158], [-3.6070, -6.3387, 2.4716], [-2.9898, -5.7689, -2.5499], [-4.3210, -6.9137, -2.3677], [-1.6202, -6.5276, -3.3671], [-3.5153, -4.3247, -3.4089], [-2.6664, -5.4684, -1.5600], [-1.9051, -0.2481, 2.7530], [-0.1766, 0.1072, 2.8446], [-2.6147, 0.4896, 1.3200], [-2.1822, -1.9938, 2.7568], [-2.3849, 0.1777, 3.6300], [-3.1810, 2.3537, 6.5525], [-4.8630, 1.8690, 6.3448], [-2.1459, 1.5336, 5.3751], [-3.0093, 4.1012, 6.4178], [-2.8620, 2.0563, 7.5425], [6.5100, 5.8376, 2.0326], [5.5100, 4.9330, 3.1684], [8.1747, 5.9339, 2.6069], [6.4448, 5.1135, 0.4225], [6.1174, 6.8432, 1.9627]], "forces_ev_per_a": [[0.04, 0.32, -0.24], [-0.36, -0.56, 0.80], [0.37, 0.26, -0.28], [0.13, 0.57, 0.10], [-0.73, -1.06, 0.31], [-0.05, -0.02, 0.23], [-0.50, 1.59, 2.22], [0.81, -0.99, -0.48], [-0.45, -0.44, -1.58], [0.30, 0.78, -1.14], [0.08, -1.20, 0.98], [-0.03, 0.49, -0.23], [-0.19, -0.25, -0.60], [-0.39, 0.20, 0.30], [0.06, -0.16, 0.15], [-0.11, 0.02, -0.04], [-0.38, -0.16, -0.28], [0.05, 0.17, -0.20], [-0.03, 0.18, -0.38], [0.04, -0.11, 0.28], [0.06, -0.04, -0.06], [0.41, 0.30, -0.35], [-0.40, 0.55, -0.08], [-0.02, -0.07, 0.10], [0.41, 0.11, 0.14], [-0.28, -0.30, -0.04], [0.04, 0.02, -0.02], [0.00, 0.00, 0.01], [-0.07, -0.06, -0.19], [0.19, 0.21, 0.12], [0.02, 0.04, 0.04], [0.91, -0.25, 0.39], [-0.03, -0.02, 0.01], [-0.12, 0.06, -0.12], [0.03, 0.01, 0.03], [-0.08, -0.35, 0.14], [0.04, 0.07, 0.08], [0.01, -0.01, -0.01], [-0.03, 0.09, -0.04], [0.01, -0.01, -0.05], [0.02, 0.00, 0.05], [-0.05, -0.14, -0.12], [-0.02, 0.02, -0.06], [-0.08, -0.14, -0.11], [0.01, 0.02, 0.03], [0.00, -0.04, 0.20], [0.01, 0.02, 0.00], [0.04, -0.28, -0.40], [-0.12, 0.07, -0.06], [0.03, -0.02, 0.02], [0.11, 0.31, 0.43], [0.02, -0.03, 0.02], [0.02, -0.02, -0.01], [0.07, -0.10, 0.07], [0.00, 0.03, -0.02], [-0.02, 0.02, -0.01], [0.23, 0.32, -0.01], [0.00, -0.01, -0.02]], "lumo_energy_ev": 0.212, "homo_lumo_gap_ev": 9.43, "fmax_ev_per_a": 2.77}



{"formula": "C13H16Cl2N2O3S", "method": "ωB97M-V with the def2-TZVPD basis set", "elements": ["C", "S", "O", "O", "N", "C", "C", "O", "N", "C", "C", "C", "C", "C", "C", "C", "Cl", "C", "C", "C", "Cl", "H", "H", "H", "H", "H", "H", "H", "H", "H", "H", "H", "H", "H", "H", "H", "H"], "xyz": [[-2.7825, -2.1415, -0.9195], [-1.1846, -2.1322, -0.0771], [-1.4074, -1.8854, 1.3165], [-0.4490, -3.3023, -0.4530], [-0.4174, -0.8231, -0.7478], [0.6529, -0.9901, -1.7088], [1.8605, -0.1752, -1.2365], [2.2044, 0.8406, -1.8149], [2.4578, -0.6043, -0.1175], [2.1691, -1.8076, 0.6432], [3.2539, -1.8334, 1.7210], [3.5685, -0.3534, 1.9287], [3.5035, 0.1911, 0.5080], [-0.7597, 0.4715, -0.3245], [-0.4930, 0.8710, 0.9796], [-0.8020, 2.1569, 1.3896], [-0.4533, 2.6293, 3.0077], [-1.3683, 3.0699, 0.5129], [-1.6512, 2.6750, -0.7811], [-1.3640, 1.3838, -1.1932], [-1.7890, 0.9007, -2.7895], [-2.5971, -2.2270, -1.9817], [-3.2893, -1.2164, -0.6792], [-3.3447, -2.9922, -0.5567], [0.3660, -0.6245, -2.7007], [0.8617, -2.0585, -1.7545], [1.1720, -1.7568, 1.0926], [2.1963, -2.6952, 0.0071], [4.1394, -2.3517, 1.3513], [2.9138, -2.3274, 2.6280], [2.8002, 0.1130, 2.5462], [4.5385, -0.1881, 2.3919], [4.4509, 0.0407, -0.0218], [3.2430, 1.2492, 0.4459], [-0.0601, 0.1652, 1.6684], [-1.5883, 4.0738, 0.8386], [-2.1035, 3.3665, -1.4743]], "forces_ev_per_a": [[0.79, -0.04, 0.44], [-0.65, -0.01, -0.33], [-0.19, 0.20, -0.05], [-0.02, 0.01, -0.33], [-0.41, -0.82, 0.33], [0.40, -0.02, -0.41], [-0.22, -0.20, -0.21], [0.00, 0.17, -0.25], [0.26, 0.07, 0.31], [-0.23, -0.51, 0.10], [-0.08, 0.08, -0.01], [0.05, -0.09, -0.16], [0.20, 0.39, -0.01], [-0.40, 0.69, 0.22], [0.01, 0.22, -0.01], [-0.02, -0.13, -0.34], [0.07, 0.09, 0.31], [0.05, -0.14, 0.04], [0.05, -0.06, 0.00], [0.09, -0.02, 0.26], [-0.12, -0.04, -0.28], [0.05, 0.01, -0.18], [-0.09, 0.19, 0.02], [-0.05, -0.15, 0.13], [0.12, -0.06, 0.20], [0.14, 0.09, -0.11], [0.18, -0.03, 0.05], [-0.04, 0.03, 0.08], [0.02, -0.04, 0.00], [0.01, -0.08, 0.00], [-0.03, 0.05, 0.04], [0.00, 0.05, 0.04], [-0.02, 0.09, 0.04], [0.08, -0.07, -0.01], [0.07, -0.03, 0.07], [-0.02, 0.08, 0.05], [-0.03, 0.03, -0.07]], "lumo_energy_ev": 0.524, "homo_lumo_gap_ev": 9.69, "fmax_ev_per_a": 0.97, "smiles": "CS(=O)(=O)N(CC(=O)N1CCCC1)c1cc(Cl)ccc1Cl"}



{"formula": "C13H16ClNO4S", "method": "ωB97M-V with the def2-TZVPD basis set", "elements": ["O", "C", "O", "C", "C", "C", "S", "O", "O", "N", "C", "C", "C", "C", "C", "C", "C", "C", "C", "Cl", "H", "H", "H", "H", "H", "H", "H", "H", "H", "H", "H", "H", "H", "H", "H", "H"], "xyz": [[-3.0308, -2.8823, 0.3447], [-3.6493, -2.1806, -0.4143], [-4.8645, -2.4954, -0.8583], [-3.1306, -0.8757, -0.9111], [-2.1959, -0.2372, -0.0942], [-1.6418, 0.9655, -0.4695], [-0.4027, 1.7574, 0.5827], [0.0055, 2.9548, -0.0892], [-0.9215, 1.8486, 1.9129], [0.8763, 0.7130, 0.5953], [1.4320, 0.4157, -0.7028], [2.9581, 0.5008, -0.7266], [3.6345, -0.3421, 0.3531], [3.3925, 0.2170, 1.7574], [2.1488, -0.3371, 2.4529], [0.8884, -0.3496, 1.5721], [-2.0019, 1.5618, -1.6656], [-2.9215, 0.9429, -2.4913], [-3.4863, -0.2738, -2.1216], [-4.5872, -1.0119, -3.2108], [-5.1492, -3.3467, -0.4886], [-1.9269, -0.7011, 0.8415], [1.0235, 1.1528, -1.3969], [1.1083, -0.5855, -1.0267], [3.2500, 1.5435, -0.5950], [3.2953, 0.1763, -1.7135], [4.7080, -0.3437, 0.1517], [3.2887, -1.3757, 0.2946], [3.3035, 1.3019, 1.6893], [4.2530, -0.0044, 2.3924], [1.9596, 0.2729, 3.3369], [2.3362, -1.3598, 2.7864], [0.7938, -1.3144, 1.0572], [0.0161, -0.2079, 2.2111], [-1.5535, 2.5073, -1.9275], [-3.2087, 1.3926, -3.4287]], "forces_ev_per_a": [[0.05, 0.06, 0.04], [0.19, -0.41, 0.32], [-0.53, 0.01, -0.11], [0.08, 0.23, -0.07], [-0.16, -0.21, -0.02], [0.45, 0.38, 0.29], [-0.11, -0.08, -0.15], [0.03, -0.15, -0.27], [-0.03, -0.32, 0.09], [-0.81, 0.79, 0.12], [0.45, 0.09, -0.69], [-0.24, -0.22, 0.03], [0.09, 0.31, -0.02], [-0.03, -0.26, 0.08], [-0.02, 0.15, -0.15], [0.00, -0.37, 0.65], [0.03, 0.04, -0.01], [-0.05, -0.10, 0.05], [0.23, 0.14, 0.30], [-0.13, 0.08, -0.45], [0.32, 0.11, 0.10], [0.00, -0.12, 0.09], [0.11, -0.16, -0.16], [-0.03, 0.09, 0.05], [0.04, 0.06, -0.05], [-0.01, 0.06, -0.05], [-0.03, -0.09, -0.01], [0.05, -0.16, -0.04], [0.09, 0.06, 0.05], [-0.01, 0.09, 0.01], [-0.04, -0.06, 0.08], [-0.02, -0.01, 0.06], [-0.04, 0.09, -0.02], [0.08, -0.24, 0.01], [0.01, 0.10, -0.11], [-0.02, 0.02, -0.07]], "lumo_energy_ev": -0.045, "homo_lumo_gap_ev": 9.52, "fmax_ev_per_a": 1.13, "smiles": "O=C(O)c1cc(S(=O)(=O)N2CCCCCC2)ccc1Cl"}



{"formula": "C13H16N3O5PdSSeSi", "method": "ωB97M-V with the def2-TZVPD basis set", "elements": ["Pd", "O", "C", "O", "C", "C", "N", "N", "C", "C", "O", "O", "H", "H", "H", "O", "N", "C", "C", "C", "C", "C", "S", "H", "H", "H", "H", "C", "Si", "C", "C", "Se", "H", "H", "H", "H", "H", "H", "H", "H", "H"], "xyz": [[0.5475, 0.4110, 0.2066], [-5.3293, 0.1580, 1.3439], [-4.8985, -1.0602, 1.0869], [-5.6161, -2.0433, 1.1490], [-3.4722, -1.1752, 0.7005], [-2.8453, -2.3507, 0.3198], [-1.5776, -2.0372, 0.0028], [-1.3530, -0.7350, 0.1451], [-2.4704, -0.1865, 0.5836], [-2.4507, 1.3064, 0.8295], [-3.5551, 1.8208, 1.1611], [-1.3568, 1.8688, 0.6568], [-4.5807, 0.8748, 1.2091], [-3.2335, -3.3510, 0.2507], [-0.8093, -2.5817, -0.3923], [1.0045, -0.0825, 2.1719], [1.8477, 0.8167, 2.7552], [1.9312, 0.7117, 4.1393], [2.9231, 1.3655, 4.8160], [3.8540, 2.1598, 4.1427], [3.7026, 2.2800, 2.7252], [2.7195, 1.6069, 2.0430], [2.5166, 1.7369, 0.3024], [1.1668, 0.0975, 4.5853], [2.9530, 1.2606, 5.8957], [4.6311, 2.6936, 4.6712], [4.3457, 2.9286, 2.1461], [-0.6641, 0.2975, -2.8619], [0.8283, -0.8360, -3.0648], [0.3330, -2.1171, -4.3706], [2.1954, 0.2159, -3.8298], [1.5151, -1.8018, -1.1853], [-0.8874, 0.7711, -3.8241], [-0.4990, 1.0996, -2.1322], [-1.5477, -0.2565, -2.5390], [0.1783, -1.6509, -5.3472], [-0.5894, -2.6231, -4.0821], [1.1122, -2.8746, -4.4668], [1.8990, 0.5797, -4.8180], [3.1094, -0.3702, -3.9304], [2.4222, 1.0725, -3.1947]], "forces_ev_per_a": [[0.13, -0.38, -0.43], [-0.41, -0.75, -0.14], [-0.16, 0.29, 0.11], [0.00, -0.01, 0.01], [0.05, -0.22, -0.06], [0.04, 0.18, -0.05], [-0.24, 0.06, -0.03], [-0.06, 0.09, 0.25], [0.15, -0.03, -0.13], [0.29, -0.16, -0.16], [0.27, 0.35, -0.12], [-0.35, 0.18, 0.18], [0.18, 0.24, 0.24], [-0.01, -0.04, 0.00], [0.06, 0.04, 0.07], [0.02, -0.18, 0.02], [-0.04, 0.15, 0.01], [0.11, 0.03, 0.08], [-0.05, -0.05, 0.12], [0.01, 0.05, -0.02], [0.00, -0.01, -0.05], [0.06, -0.03, -0.02], [-0.05, 0.06, 0.07], [-0.03, 0.01, 0.01], [0.01, 0.00, 0.00], [0.03, 0.01, 0.01], [0.02, 0.01, -0.01], [-0.01, 0.04, -0.03], [0.04, 0.10, -0.05], [0.06, 0.03, 0.05], [-0.07, -0.08, -0.02], [-0.05, 0.04, 0.19], [-0.03, 0.01, -0.02], [0.01, -0.06, -0.05], [-0.01, 0.00, 0.00], [-0.02, 0.03, -0.05], [-0.04, -0.03, 0.03], [0.03, -0.03, -0.02], [0.01, 0.04, -0.04], [0.04, -0.03, -0.02], [0.00, 0.03, 0.07]], "spin_multiplicity": 4, "lumo_energy_ev": [4.647, 4.571], "homo_lumo_gap_ev": [3.52, 6.01], "fmax_ev_per_a": 0.87, "charge": -2, "s2": 3.7721}



{"formula": "C13H16N4O2S", "method": "ωB97M-V with the def2-TZVPD basis set", "elements": ["C", "C", "C", "N", "C", "S", "C", "C", "O", "N", "C", "C", "C", "C", "C", "C", "O", "C", "N", "N", "H", "H", "H", "H", "H", "H", "H", "H", "H", "H", "H", "H", "H", "H", "H", "H"], "xyz": [[-4.7505, -1.5160, 1.0633], [-3.3486, -1.7775, 0.5070], [-2.6135, -0.5037, 0.3208], [-2.4958, 0.1758, -0.7973], [-1.7802, 1.2660, -0.4398], [-1.3093, 2.4979, -1.5667], [-0.2793, 3.5045, -0.4546], [0.8658, 2.7636, 0.2374], [1.3269, 3.1929, 1.2701], [1.3031, 1.6769, -0.4354], [2.2184, 0.7075, -0.0200], [3.1159, 0.8909, 1.0185], [3.9945, -0.1247, 1.3622], [3.9812, -1.3183, 0.6686], [3.0840, -1.5172, -0.3720], [2.1969, -0.5143, -0.7218], [1.2568, -0.5995, -1.7172], [1.1563, -1.7945, -2.4502], [-1.4503, 1.2968, 0.8350], [-1.9879, 0.1614, 1.3158], [-4.6978, -1.0271, 2.0339], [-5.2872, -2.4542, 1.1770], [-5.3074, -0.8763, 0.3836], [-3.4245, -2.2683, -0.4630], [-2.7910, -2.4223, 1.1905], [-0.9126, 3.9460, 0.3143], [0.1308, 4.3008, -1.0779], [0.7919, 1.4110, -1.2713], [3.1108, 1.8252, 1.5540], [4.6907, 0.0249, 2.1728], [4.6673, -2.1096, 0.9304], [3.0858, -2.4584, -0.8990], [0.9170, -2.6438, -1.8023], [2.0776, -2.0050, -3.0025], [0.3394, -1.6365, -3.1527], [-1.8752, -0.0746, 2.2886]], "forces_ev_per_a": [[0.09, -0.13, -0.06], [-0.21, 0.01, 0.10], [0.27, 0.03, 0.27], [-0.21, -0.20, -0.45], [-0.04, -0.25, 0.94], [0.12, 0.42, -0.29], [-0.35, -0.20, -0.05], [-0.19, 0.22, -0.21], [0.12, 0.09, 0.22], [0.14, -0.39, -0.54], [0.03, -0.07, 0.05], [-0.04, 0.07, 0.00], [0.06, -0.17, -0.04], [0.09, 0.03, 0.13], [-0.18, -0.02, -0.22], [0.00, 0.06, 0.08], [0.21, 0.37, 0.38], [-0.05, -0.20, -0.16], [0.19, 0.55, 0.03], [-0.21, -0.19, -0.44], [-0.05, 0.04, 0.07], [-0.10, -0.05, 0.04], [-0.08, 0.06, -0.02], [0.11, -0.02, 0.06], [0.00, -0.06, -0.09], [0.18, -0.02, 0.01], [-0.01, -0.02, 0.02], [0.00, 0.16, 0.20], [-0.01, 0.05, 0.00], [0.06, 0.02, 0.07], [0.06, -0.07, 0.02], [-0.04, -0.06, -0.08], [0.03, 0.04, -0.01], [-0.03, 0.00, 0.04], [0.07, -0.07, 0.02], [-0.01, -0.02, -0.13]], "lumo_energy_ev": 0.622, "homo_lumo_gap_ev": 8.68, "fmax_ev_per_a": 0.97, "smiles": "CCc1nc(SCC(=O)Nc2ccccc2OC)n[nH]1"}



{"formula": "C13H16NO", "method": "ωB97M-V with the def2-TZVPD basis set", "elements": ["C", "C", "C", "C", "O", "N", "C", "C", "C", "C", "C", "C", "C", "C", "C", "H", "H", "H", "H", "H", "H", "H", "H", "H", "H", "H", "H", "H", "H", "H", "H"], "xyz": [[-2.3858, 2.1263, 2.0596], [-2.2326, 1.5414, 1.0402], [-2.0868, 0.7937, -0.1555], [-2.9814, 1.4927, -1.2390], [-2.3773, -0.5504, -0.1065], [-0.5174, 0.9102, -0.6454], [0.4803, 0.6827, 0.4617], [1.7450, 1.4672, 0.2176], [2.6653, 0.4780, -0.5816], [2.0387, -0.8847, -0.2085], [2.6311, -2.1277, -0.4255], [1.7687, -3.2047, -0.2127], [0.5475, -3.0664, 0.5061], [0.0782, -1.8210, 0.7665], [0.8639, -0.7155, 0.3946], [-2.4941, 2.8149, 2.9585], [-2.8423, 2.6328, -1.3896], [-2.8859, 1.1100, -2.2034], [-4.0625, 1.3001, -0.9247], [-2.0819, -0.9000, 0.6766], [-0.3743, 0.2131, -1.4751], [-0.4223, 1.8205, -1.0816], [0.0655, 0.9585, 1.3785], [2.2522, 1.7991, 1.1337], [1.3029, 2.4137, -0.3857], [3.6390, 0.4238, -0.2954], [2.5686, 0.4798, -1.6794], [3.6193, -2.1148, -0.6876], [2.2011, -4.1558, -0.3072], [-0.0125, -4.0657, 0.8736], [-0.7104, -1.8519, 1.5370]], "forces_ev_per_a": [[-0.27, 2.41, 2.79], [0.38, -0.47, 0.44], [-0.02, 0.24, -2.86], [-1.13, 1.49, 1.56], [-1.23, 2.05, -3.11], [-1.47, -0.98, -1.30], [0.50, 0.11, -0.64], [-0.28, 1.87, -2.43], [-3.63, -1.13, -0.56], [2.45, 1.01, -0.78], [-4.05, 0.27, 0.70], [0.91, 0.74, 1.34], [-0.05, -3.05, -0.74], [-0.10, -0.25, 1.77], [-2.21, -1.72, 0.86], [0.11, -1.55, -1.71], [0.00, -1.83, 0.91], [0.41, -1.20, -1.56], [1.50, 0.38, -0.31], [1.05, -1.52, 3.08], [-0.39, 1.15, 2.05], [0.08, 0.47, 0.19], [-1.21, 0.55, 1.25], [-0.44, -0.06, -0.28], [1.99, -1.61, 1.32], [2.92, 0.60, 0.64], [0.29, 0.73, 0.31], [2.29, -0.77, -1.01], [0.18, -1.38, -0.36], [1.36, 2.65, -0.96], [0.05, 0.79, -0.59]], "lumo_energy_ev": -2.770, "homo_lumo_gap_ev": 9.98, "fmax_ev_per_a": 4.12, "charge": 1, "smiles": "C#C[C@](C)(O)[NH2+][C@@H]1CCc2ccccc21"}